A structure of composition C3H2BiCl2GaO4 in a non-equilibrium geometry, computed with wB97M-V/def2-TZVPD.

Structure (XYZ):
```
13
Properties=species:S:1:pos:R:3:forces:R:3
Bi 0.20186 0.03482 -2.51438 -0.483 1.653 -0.285
Ga 0.01674 -0.71907 2.22451 1.883 3.249 -0.609
Cl -0.94301 2.13065 -1.88249 0.921 -1.982 -0.564
Cl 1.17001 0.57628 0.91477 -1.239 -1.658 1.324
C -0.94096 -1.48064 3.68510 -5.823 -4.078 7.677
C 0.10068 0.94518 -4.71575 -4.331 2.894 -3.277
C 0.64559 -1.94705 -4.66719 0.375 -2.120 -3.209
O -1.60370 -1.92080 4.55674 4.838 3.169 -6.240
O -0.68074 1.44470 -5.40472 4.073 -2.346 2.715
O 0.80986 -2.56318 -5.61592 -0.524 2.061 3.330
O 0.15515 0.93021 4.31245 0.536 -1.744 -1.866
H 1.11276 0.93480 4.15842 0.084 0.632 0.816
H -0.04425 1.63411 4.94848 -0.309 0.270 0.189
```
Forces are in eV/Å.

**ΔE to the lowest compared entry with this formula, charge and spin**: 4.1 kJ/mol
**Highest occupied orbital energy**: -26.24 eV
**Charge**: +4
**Orbital gap**: 7.56 eV

Formally, the Mulliken partial charges of the atoms, in units of the elementary charge, are as follows:
1. Bi 1.6863
2. Ga 1.1977
3. Cl -0.0639
4. Cl -0.0302
5. C 0.5995
6. C 0.2323
7. C 0.0097
8. O 0.0821
9. O 0.0992
10. O 0.0573
11. O -0.5862
12. H 0.3669
13. H 0.3493

A structure of composition C3H2BiO3 in a non-equilibrium geometry, computed with wB97M-V/def2-TZVPD.

Structure (XYZ):
```
9
Properties=species:S:1:pos:R:3:forces:R:3
O -0.05450 -1.01124 1.47807 0.156 0.387 1.403
C -1.36096 -0.21640 -2.51754 -0.591 -2.186 0.485
C 0.33654 0.27569 1.43491 0.218 2.754 0.435
O -1.35240 -1.26091 -1.99046 -2.212 3.141 -3.607
O 0.52331 0.19112 -0.90517 0.028 0.647 0.560
C 0.56468 0.90827 0.26027 0.688 0.413 1.226
Bi 0.03300 -1.65481 -0.34908 2.151 -4.241 0.025
H 0.44930 0.80857 2.38746 -0.348 -0.378 -0.415
H 0.86103 1.95971 0.20152 -0.090 -0.537 -0.112
```
Forces are in eV/Å.

**ΔE to the lowest compared entry with this formula, charge and spin**: 0.0 kJ/mol
**Highest occupied orbital energy (spin up / spin down)**: -13.30 / -13.30 eV
**Charge**: +1
**Orbital gap (spin up / spin down)**: 7.01 / 7.01 eV

Formally, the Mulliken partial charges of the atoms, in units of the elementary charge, are as follows:
1. O -0.5993
2. C 0.3743
3. C -0.0407
4. O -0.2265
5. O -0.6155
6. C -0.0372
7. Bi 1.3897
8. H 0.3813
9. H 0.3740

A structure of composition C3H2Br2 in a non-equilibrium geometry, computed with wB97M-V/def2-TZVPD.

Structure (XYZ):
```
7
Properties=species:S:1:pos:R:3:forces:R:3
C -1.10197 0.00807 -0.64875 -4.653 0.001 -0.542
C 0.71301 0.00109 0.38548 3.032 -0.049 1.914
C -0.74827 0.01743 0.58827 2.028 -0.043 -1.890
Br 1.60875 -1.60319 -0.08328 -0.365 0.501 0.284
Br 1.65117 1.57767 -0.08492 -0.377 -0.464 0.279
H -0.85282 -0.02257 -1.67838 0.546 0.022 -0.350
H -1.26988 0.02150 1.52158 -0.211 0.032 0.305
```
Forces are in eV/Å.

**ΔE to the lowest compared entry with this formula, charge and spin**: 0.0 kJ/mol
**Highest occupied orbital energy (spin up / spin down)**: -7.16 / -10.17 eV
**Multiplicity**: 3
**Orbital gap (spin up / spin down)**: 7.67 / 8.78 eV

Formally, the Mulliken partial charges of the atoms, in units of the elementary charge, are as follows:
1. C -0.3381
2. C -0.0763
3. C -0.2409
4. Br -0.0414
5. Br -0.0407
6. H 0.3822
7. H 0.3552

A structure of composition C3H2Br2NO2 in a non-equilibrium geometry, computed with wB97M-V/def2-TZVPD.

Structure (XYZ):
```
10
Properties=species:S:1:pos:R:3:forces:R:3
C -0.11086 1.24198 1.13943 -1.031 -3.015 -0.666
C 1.31549 0.48966 1.36931 -0.339 0.474 -1.952
C -1.19193 -0.40169 0.85392 0.973 2.046 2.087
N -0.58618 2.35075 0.99413 0.852 1.317 0.258
O 2.01764 0.52287 0.34820 -0.216 0.663 0.175
O 1.40930 -0.17637 2.37846 -0.281 -0.346 1.667
Br -3.06313 0.10637 0.67401 -0.020 0.089 0.466
Br -0.70593 -1.26317 -0.73819 0.554 -0.643 -0.473
H -0.99293 -0.99626 1.81112 -0.502 0.612 -1.687
H -1.47129 2.77092 0.72129 0.010 -1.195 0.125
```
Forces are in eV/Å.

**ΔE to the lowest compared entry with this formula, charge and spin**: 89.2 kJ/mol
**Highest occupied orbital energy**: -4.18 eV
**Charge**: -1
**Orbital gap**: 7.20 eV

Formally, the Mulliken partial charges of the atoms, in units of the elementary charge, are as follows:
1. C 0.5145
2. C 0.4506
3. C -0.3846
4. N -0.6068
5. O -0.6379
6. O -0.6502
7. Br -0.2164
8. Br -0.0945
9. H 0.3676
10. H 0.2576

A cluster of 2 separate species, C3H2Br2O in total in a non-equilibrium geometry, computed with wB97M-V/def2-TZVPD.

Structure (XYZ):
```
8
Properties=species:S:1:pos:R:3:forces:R:3
C -0.94698 0.83729 -1.17886 -1.492 0.193 -1.305
C 0.23096 0.75933 -0.57095 -0.845 -1.045 1.764
C 0.23730 0.19517 0.71802 -2.934 -0.701 0.157
O -1.96980 0.89542 -1.70473 0.904 -0.005 0.577
Br 0.32460 -3.59687 0.98396 -0.080 0.632 -0.100
Br 1.78783 0.09750 1.62016 0.640 -0.101 0.698
H 1.12731 0.89082 -1.07216 1.390 0.580 -1.149
H -0.79122 -0.07866 1.20456 2.416 0.447 -0.642
```
Forces are in eV/Å.

**ΔE to the lowest compared entry with this formula, charge and spin**: 255.2 kJ/mol
**Highest occupied orbital energy (spin up / spin down)**: -9.09 / -7.19 eV
**Orbital gap (spin up / spin down)**: 7.58 / 4.00 eV

Formally, the Mulliken partial charges of the atoms, in units of the elementary charge, are as follows:
1. C 0.5717
2. C -0.3294
3. C -0.3499
4. O -0.2410
5. Br -0.4247
6. Br 0.0102
7. H 0.4103
8. H 0.3529

A cluster of 2 separate species, C3H2Br2P2 in total in a non-equilibrium geometry, computed with wB97M-V/def2-TZVPD.

Structure (XYZ):
```
9
Properties=species:S:1:pos:R:3:forces:R:3
C -1.08953 0.69895 -0.07174 0.448 -3.408 -0.821
C 0.18484 0.73644 -0.38161 2.541 2.175 0.324
C 0.83589 -0.49041 -0.60726 0.532 -0.455 0.408
P 0.17915 -1.99514 -0.48058 0.532 -0.384 -0.105
P -1.77444 -1.02391 -0.17568 0.109 0.869 1.955
Br 1.31069 2.43429 -0.23656 -1.226 -1.679 -0.337
Br 3.75119 -0.68626 0.48187 -0.734 0.055 -0.346
H -1.68908 1.47680 0.11418 -2.074 2.894 0.782
H -1.70869 -1.15076 1.35737 -0.128 -0.068 -1.861
```
Forces are in eV/Å.

**ΔE to the lowest compared entry with this formula, charge and spin**: 335.2 kJ/mol
**Highest occupied orbital energy (spin up / spin down)**: -9.35 / -9.62 eV
**Orbital gap (spin up / spin down)**: 6.28 / 7.72 eV

Formally, the Mulliken partial charges of the atoms, in units of the elementary charge, are as follows:
1. C -0.3611
2. C 0.1825
3. C -0.1109
4. P -0.0369
5. P -0.1477
6. Br -0.1558
7. Br -0.0639
8. H 0.5728
9. H 0.1209

A cluster of 2 separate species, C3H2BrClFO2 in total in a non-equilibrium geometry, computed with wB97M-V/def2-TZVPD.

Structure (XYZ):
```
10
Properties=species:S:1:pos:R:3:forces:R:3
C -0.20363 2.25542 0.61993 -0.253 -0.409 1.740
C 0.66149 -1.09564 -0.09560 -1.565 1.301 0.096
C -0.66804 -0.42998 -0.46795 0.418 -0.245 -1.471
O -0.27256 2.01531 1.73993 -0.160 -0.939 1.884
O -0.11675 2.72596 -0.40143 0.254 1.359 -3.734
F -0.73077 -0.73210 -1.91553 -0.266 0.296 1.041
Cl 1.90769 0.18063 -0.10403 0.942 0.217 -0.467
Br -2.11589 -1.69042 0.36029 0.264 -0.110 -0.183
H 0.97132 -1.94211 -0.65775 0.347 -0.612 -0.636
H 0.56714 -1.28708 0.92214 0.020 -0.857 1.730
```
Forces are in eV/Å.

**ΔE to the lowest compared entry with this formula, charge and spin**: 96.7 kJ/mol
**Highest occupied orbital energy**: -3.43 eV
**Charge**: -1
**Orbital gap**: 6.96 eV

Formally, the Mulliken partial charges of the atoms, in units of the elementary charge, are as follows:
1. C 0.6402
2. C -0.4765
3. C -0.1691
4. O -0.3835
5. O -0.3261
6. F -0.3222
7. Cl -0.2488
8. Br -0.4260
9. H 0.4226
10. H 0.2895

An isolated molecule of C3H2BrClN2 in a non-equilibrium geometry, computed with wB97M-V/def2-TZVPD.

Structure (XYZ):
```
9
Properties=species:S:1:pos:R:3:forces:R:3
C 0.40877 -0.73157 -0.77442 -0.101 0.394 0.289
C -0.46341 -1.76147 -1.00705 -2.099 1.420 2.658
C -1.72346 -0.90872 0.78342 3.263 -0.757 -2.872
N 0.16724 0.31386 0.07700 0.621 -1.063 -1.001
N -0.98788 0.16364 0.80084 1.566 -2.405 -2.038
Cl -3.30608 -0.69727 1.13309 -2.167 -0.064 0.793
Br -0.56740 -3.57273 -1.17902 0.447 0.204 -0.155
H 1.27533 -0.66586 -1.48934 -0.684 0.189 1.117
H -1.23320 1.01071 1.19199 -0.845 2.082 1.210
```
Forces are in eV/Å.

**ΔE to the lowest compared entry with this formula, charge and spin**: 413.2 kJ/mol
**Highest occupied orbital energy (spin up / spin down)**: -8.09 / -8.09 eV
**Orbital gap (spin up / spin down)**: 7.55 / 7.56 eV

Formally, the Mulliken partial charges of the atoms, in units of the elementary charge, are as follows:
1. C 0.2784
2. C -0.2586
3. C 0.0544
4. N -0.8115
5. N 0.2787
6. Cl -0.1393
7. Br 0.0263
8. H 0.3375
9. H 0.2340

An isolated molecule of C3H2BrClO in a non-equilibrium geometry, computed with wB97M-V/def2-TZVPD.

Structure (XYZ):
```
8
Properties=species:S:1:pos:R:3:forces:R:3
Cl 1.56894 0.75720 -1.51491 0.071 0.463 -0.668
C 1.11701 0.50987 0.17774 -1.734 0.792 0.185
C -0.33194 -0.06833 0.18892 1.253 -0.463 -0.246
C -1.46293 -0.59699 -0.14424 1.438 1.006 0.792
Br -3.14251 -0.65907 -0.86295 0.438 -0.085 0.081
O -0.80572 -1.31040 0.93903 -0.499 -0.170 -0.073
H 1.93349 -0.15468 0.50530 -1.116 0.033 0.624
H 1.12365 1.52240 0.71113 0.150 -1.576 -0.697
```
Forces are in eV/Å.

**ΔE to the lowest compared entry with this formula, charge and spin**: 350.8 kJ/mol
**Highest occupied orbital energy**: -8.33 eV
**Structure (SMILES)**: ClCC1=C(Br)O1
**Orbital gap**: 8.76 eV

Formally, the Mulliken partial charges of the atoms, in units of the elementary charge, are as follows:
1. Cl -0.1657
2. C -0.2874
3. C 0.2134
4. C 0.1917
5. Br -0.0278
6. O -0.4642
7. H 0.2757
8. H 0.2643

A cluster of 2 separate species, C3H2BrClO2 in total in a non-equilibrium geometry, computed with wB97M-V/def2-TZVPD.

Structure (XYZ):
```
9
Properties=species:S:1:pos:R:3:forces:R:3
C 1.00066 -0.07341 -0.89306 -1.310 2.007 4.632
C -0.28204 -0.86242 1.54887 -0.453 1.095 0.829
C -0.92785 -0.74626 0.26954 1.864 -0.757 -2.953
O 1.34162 -0.74044 -1.73887 0.491 -1.227 -1.909
O 0.24792 -1.85485 1.92128 1.195 -2.445 0.397
Cl -1.10958 -2.33929 -0.46957 -0.069 0.501 -0.012
Br -2.29780 0.41095 -0.23906 -0.220 0.574 0.420
H 1.51729 0.81432 -0.28072 -1.005 -1.412 -1.363
H -0.20025 -0.06471 2.26081 -0.492 1.664 -0.040
```
Forces are in eV/Å.

**ΔE to the lowest compared entry with this formula, charge and spin**: 271.8 kJ/mol
**Highest occupied orbital energy (spin up / spin down)**: -8.76 / -8.76 eV
**Orbital gap (spin up / spin down)**: 7.77 / 7.77 eV

Formally, the Mulliken partial charges of the atoms, in units of the elementary charge, are as follows:
1. C 0.1844
2. C -0.0643
3. C -0.0541
4. O -0.2046
5. O -0.4445
6. Cl -0.1260
7. Br -0.0439
8. H 0.2951
9. H 0.4578

A structure of composition C3H2BrCrF9O11S3 in a non-equilibrium geometry, computed with wB97M-V/def2-TZVPD.

Structure (XYZ):
```
30
Properties=species:S:1:pos:R:3:forces:R:3
Cr 0.81060 0.12273 0.43468 -0.077 -1.546 0.741
Br 1.61224 2.51380 1.58579 0.215 0.129 0.027
O 1.81315 -1.05678 1.77603 0.032 0.546 -0.219
H 2.59969 -0.54994 2.01214 -0.078 0.018 0.061
O -0.08564 -1.53374 -0.37236 -0.105 0.307 -0.059
H -0.25359 -1.44380 -1.31655 0.090 0.158 0.032
C -3.18716 -0.39023 3.29258 0.169 0.218 -0.765
F -3.31885 0.80658 3.91037 -0.119 -0.054 0.261
F -3.98108 -1.26931 3.96108 -0.094 0.012 0.359
F -3.78204 -0.23047 2.08752 0.024 -0.131 0.056
S -1.39293 -0.94999 3.16351 -0.160 1.026 0.200
O -1.57134 -2.34418 2.89269 -0.073 -0.806 -0.135
O -0.90942 -0.09467 2.11316 -0.600 -0.129 0.624
O -0.95923 -0.63582 4.51593 0.066 -0.101 0.064
C 3.28751 -1.47931 -3.23938 0.398 0.965 0.066
F 3.87123 -2.53016 -3.87229 0.005 -0.202 -0.045
F 3.81752 -0.36969 -3.85332 -0.109 -0.253 0.068
F 1.99652 -1.48950 -3.55570 -0.173 -0.253 -0.144
S 3.57468 -1.44853 -1.38711 -0.221 0.806 -0.280
O 4.94774 -0.96943 -1.28673 0.108 -0.277 -0.116
O 2.57948 -0.49626 -0.96615 0.843 -0.247 -0.666
O 3.37993 -2.84013 -1.10365 0.088 -0.585 0.284
C -2.64847 2.27647 -1.04175 -0.096 -0.731 -0.047
F -2.66967 2.15785 0.28649 -0.224 0.249 -0.431
F -3.32138 1.20764 -1.56104 0.208 0.552 0.234
F -3.37560 3.38130 -1.39319 0.017 -0.251 0.210
S -0.91777 2.40231 -1.68011 -0.046 -0.179 -0.132
O -1.07745 2.27047 -3.11976 -0.138 0.214 0.039
O -0.57515 3.71920 -1.20483 0.174 0.090 -0.157
O -0.26354 1.26359 -1.07800 -0.127 0.455 -0.130
```
Forces are in eV/Å.

**Highest occupied orbital energy (spin up / spin down)**: 5.57 / 4.05 eV
**Multiplicity**: 5
**Charge**: -4
**Orbital gap (spin up / spin down)**: 3.16 / 4.67 eV

Formally, the Mulliken partial charges of the atoms, in units of the elementary charge, are as follows:
1. Cr 1.0407
2. Br -0.9847
3. O -0.8616
4. H 0.1613
5. O -0.8048
6. H 0.0876
7. C 0.4986
8. F -0.2665
9. F -0.2772
10. F -0.2477
11. S 1.1024
12. O -0.6892
13. O -0.2630
14. O -0.7126
15. C 0.5027
16. F -0.2765
17. F -0.2803
18. F -0.2243
19. S 1.0286
20. O -0.7025
21. O -0.3341
22. O -0.6759
23. C 0.5339
24. F -0.2025
25. F -0.2497
26. F -0.2833
27. S 1.0888
28. O -0.7204
29. O -0.6760
30. O -0.3118

An isolated molecule of C3H2BrF2I, computed with wB97M-V/def2-TZVPD.

Structure (XYZ):
```
9
Properties=species:S:1:pos:R:3:forces:R:3
C -1.32412 -0.50903 -0.36742 0.152 -0.034 0.082
C -0.03468 -0.51035 -0.08326 0.223 -0.395 -0.062
I 1.22331 -2.16828 -0.36550 -0.317 0.105 0.017
C 0.68958 0.68781 0.43617 0.391 0.593 -0.318
F -0.14744 1.67331 0.78611 -0.250 0.036 -0.060
F 1.43506 0.42177 1.51352 0.068 -0.214 0.108
Br 1.90189 1.41674 -0.95187 -0.244 -0.097 0.253
H -1.81719 -1.38454 -0.75100 -0.029 -0.171 -0.071
H -1.92641 0.37257 -0.21676 0.005 0.176 0.050
```
Forces are in eV/Å.

**ΔE to the lowest compared entry with this formula, charge and spin**: 0.0 kJ/mol
**Highest occupied orbital energy**: -9.69 eV
**Structure (SMILES)**: C=C(I)C(F)(F)Br
**Orbital gap**: 9.90 eV

Formally, the Mulliken partial charges of the atoms, in units of the elementary charge, are as follows:
1. C -0.6778
2. C -0.0640
3. I 0.1883
4. C 0.4755
5. F -0.2130
6. F -0.1832
7. Br -0.0989
8. H 0.2888
9. H 0.2843

| no. | M (g/mol) |
| --- | --- |
| 1 | 451.7 |
| 2 | 295.0 |
| 3 | 197.9 |
| 4 | 243.9 |
| 5 | 213.9 |
| 6 | 259.8 |
| 7 | 204.4 |
| 8 | 181.4 |
| 9 | 169.4 |
| 10 | 185.4 |
| 11 | 613.1 |
| 12 | 282.9 |